Record 1
This record from the OMol25 dataset describes a cluster of 2 separate species, C38H42F3N5 in total at a distorted geometry. The level of theory is ωB97M-V/def2-TZVPD.

* total energy: -55688.2066 eV
* HOMO-LUMO gap: 5.9 eV
* net charge: 0
* max |F|: 3.34 eV Å⁻¹

Geometry as XYZ:
```
88
Properties=species:S:1:pos:R:3:mulliken_charge:R:1
N 0.80 -3.06 1.17 -0.508
C 0.61 -1.90 1.26 0.045
C 0.46 -0.49 1.36 0.108
C -0.67 0.14 0.93 0.053
C -0.88 1.54 0.95 0.207
N -1.17 2.68 0.98 -0.549
H 1.38 0.04 1.57 0.374
H -1.48 -0.44 0.50 0.412
C 2.13 -2.67 7.69 -1.493
C 1.10 -1.65 8.18 1.382
C 1.14 -1.51 9.69 -1.458
C -0.31 -1.99 7.68 0.669
C -0.93 -3.15 8.13 -0.361
C -2.22 -3.46 7.71 -1.492
C -2.92 -2.61 6.85 -0.554
C -2.32 -1.44 6.39 0.532
C -3.09 -0.45 5.51 1.681
C -4.55 -0.28 5.96 -1.901
C -3.01 -0.81 4.04 -1.088
C -0.99 -1.17 6.77 -1.328
N -0.37 0.05 6.33 2.173
N -0.28 1.08 7.21 -1.042
N 0.41 2.03 6.56 2.130
C 0.43 3.37 7.10 -1.633
C 1.37 3.64 8.09 0.792
C 2.30 2.55 8.64 1.824
C 2.20 2.40 10.15 -1.641
C 3.75 2.77 8.23 -1.355
C 1.49 4.96 8.54 -0.162
C 0.69 5.96 7.99 -1.581
C -0.31 5.65 7.06 -0.334
C -0.48 4.34 6.62 0.456
C -1.62 4.00 5.66 1.681
C -1.34 4.47 4.23 -1.168
C -2.96 4.57 6.15 -1.805
C 0.88 1.58 5.34 -1.013
C 1.61 2.42 4.42 0.288
C 1.45 2.15 3.05 0.124
C 2.17 2.83 2.08 -0.884
C 3.01 3.87 2.46 0.081
C 3.81 4.54 1.37 0.841
F 4.63 5.51 1.83 -0.284
F 4.58 3.63 0.70 -0.260
F 2.98 5.11 0.43 -0.264
C 3.11 4.26 3.80 -1.797
C 2.43 3.53 4.78 0.410
C 0.38 0.29 5.16 1.046
C 0.47 -0.60 4.10 -2.528
H 2.11 -2.73 6.59 0.334
H 3.13 -2.38 8.01 0.428
H 1.90 -3.67 8.09 0.320
H 1.36 -0.68 7.75 -0.571
H 0.43 -0.74 10.02 0.337
H 0.88 -2.46 10.18 0.334
H 2.15 -1.21 10.01 0.395
H -0.40 -3.80 8.84 0.385
H -2.70 -4.37 8.06 0.361
H -3.94 -2.83 6.55 0.308
H -2.60 0.52 5.65 -0.359
H -4.59 -0.07 7.04 0.406
H -5.00 0.56 5.43 0.458
H -5.13 -1.18 5.75 0.364
H -1.97 -0.87 3.71 0.069
H -3.48 -1.79 3.86 0.295
H -3.52 -0.06 3.43 0.411
H 1.95 1.62 8.19 -0.840
H 1.17 2.20 10.46 0.357
H 2.83 1.57 10.49 0.409
H 2.54 3.31 10.65 0.366
H 3.86 2.81 7.14 0.305
H 4.13 3.71 8.64 0.302
H 4.37 1.95 8.60 0.448
H 2.23 5.19 9.30 0.357
H 0.84 7.00 8.30 0.367
H -0.96 6.43 6.67 0.353
H -1.70 2.91 5.65 -0.655
H -0.38 4.11 3.87 0.082
H -2.11 4.09 3.55 0.432
H -1.34 5.57 4.17 0.344
H -3.13 4.30 7.19 0.402
H -2.98 5.66 6.06 0.333
H -3.77 4.15 5.55 0.460
H 0.73 1.38 2.79 0.335
H 2.08 2.58 1.02 0.398
H 3.72 5.12 4.08 0.523
H 2.51 3.81 5.84 0.326
H 1.40 -0.56 3.54 0.878
H -0.14 -1.50 4.16 0.615
```


Record 2
This record from the OMol25 dataset describes a structure of composition C39H35BF3LiN7O4. The level of theory is ωB97M-V/def2-TZVPD.

* total energy: -68673.3418 eV
* HOMO-LUMO gap: 6.3 eV
* net charge: -1
* max |F|: 0.31 eV Å⁻¹

Geometry as XYZ:
```
90
Properties=species:S:1:pos:R:3:mulliken_charge:R:1
Li -0.21 -0.52 -0.76 1.045
C 3.84 1.25 -0.80 -0.538
O 3.04 1.85 0.24 -0.516
C 1.86 1.20 0.23 -0.056
N 1.73 0.21 -0.58 -0.090
C 2.96 0.10 -1.35 0.187
C 3.61 -1.26 -1.23 0.335
C 4.50 -1.69 -2.21 -0.465
C 5.15 -2.91 -2.09 -0.883
C 4.92 -3.71 -0.99 -0.440
C 4.02 -3.30 -0.01 -0.746
C 3.37 -2.08 -0.13 0.047
C 0.81 1.62 1.11 -0.253
C 0.92 2.34 2.26 -0.547
C -0.12 2.26 3.23 -1.258
C -0.97 1.16 3.15 -0.766
C -1.04 0.43 1.97 -0.101
N -0.50 1.09 0.81 0.469
C -1.31 -0.94 1.81 -0.205
N -1.05 -1.64 0.75 0.909
C -1.65 -2.95 0.96 0.597
C -1.84 -2.99 2.48 -0.655
O -1.93 -1.61 2.84 -0.516
C -0.86 -4.10 0.39 -0.296
C -1.19 -5.40 0.74 -0.558
C -0.50 -6.48 0.20 -0.677
C 0.53 -6.27 -0.70 -0.719
C 0.87 -4.97 -1.05 -0.883
C 0.18 -3.89 -0.51 0.629
H 4.77 0.89 -0.35 0.318
H 4.06 2.00 -1.55 0.330
H 2.75 0.27 -2.41 -0.047
H 4.66 -1.07 -3.09 0.494
H 5.83 -3.23 -2.87 0.417
H 5.42 -4.67 -0.89 0.389
H 3.80 -3.94 0.84 0.385
H 2.65 -1.76 0.62 0.277
H 1.85 2.83 2.50 0.525
H -0.05 2.83 4.15 0.407
H -1.47 0.79 4.04 0.483
H -2.64 -2.96 0.47 -0.389
H -0.97 -3.43 2.97 0.333
H -2.75 -3.49 2.82 0.354
H -2.01 -5.58 1.43 0.357
H -0.78 -7.49 0.49 0.397
H 1.07 -7.10 -1.12 0.384
H 1.68 -4.78 -1.75 0.492
H 0.46 -2.89 -0.81 0.397
F -7.09 -3.42 -2.46 -0.275
C -6.21 -3.77 -1.50 0.787
F -6.89 -3.74 -0.34 -0.281
F -5.88 -5.05 -1.73 -0.274
C -5.01 -2.86 -1.49 0.350
C -5.00 -1.72 -0.70 -1.310
C -3.89 -0.90 -0.76 -0.051
N -2.83 -1.15 -1.53 0.558
C -2.86 -2.25 -2.28 -0.355
C -3.93 -3.14 -2.30 -0.992
H -5.83 -1.48 -0.05 0.487
H -3.82 0.00 -0.14 0.498
H -1.98 -2.43 -2.89 0.231
H -3.89 -4.02 -2.92 0.491
N 0.13 -1.21 -2.68 -0.542
C 0.67 -1.06 -3.69 0.406
C 1.34 -0.86 -4.90 -0.021
C 0.71 -1.18 -6.12 -0.194
N 0.18 -1.45 -7.11 -0.626
C 2.67 -0.39 -4.86 0.372
N 3.76 0.01 -4.83 -0.653
C -4.31 2.48 -1.79 -1.932
C -3.03 2.90 -1.09 1.715
C -3.25 4.19 -0.31 -2.022
O -2.68 1.89 -0.12 -0.480
B -1.30 1.84 -0.09 1.974
O -0.71 2.56 -1.12 -0.639
C -1.77 2.96 -2.01 1.559
C -1.45 4.33 -2.56 -2.013
C -1.81 1.93 -3.14 -1.524
H -5.12 2.43 -1.06 0.441
H -4.20 1.50 -2.25 0.375
H -4.58 3.20 -2.56 0.378
H -4.02 4.02 0.44 0.500
H -3.57 5.01 -0.96 0.349
H -2.34 4.49 0.21 0.335
H -1.26 5.05 -1.76 0.377
H -2.26 4.70 -3.19 0.345
H -0.55 4.27 -3.18 0.457
H -2.02 0.93 -2.76 -0.006
H -0.83 1.90 -3.62 0.510
H -2.55 2.19 -3.90 0.344
```


Energy relative to the best compared isomer or geometry (same formula, charge and spin): 0.0 0.0 (kJ/mol)
HOMO level: -6.6 -4.0 (eV)